Entry from the Open Molecules 2025 dataset: a cluster of 3 separate species, C3H8N2O2 in total (wB97M-V/def2-TZVPD).

Results
Highest occupied orbital energy (alpha / beta), eV: -8.69 / -8.69
Electronic energy, Eh: -378.88494
Relative energy (zero: lowest compared OMol25 entry of this formula, charge and spin), eV: 6.968

Bonds (Å) are listed after each position.
Atoms and positions in Å:
1 C 0.87848 1.40759 0.42116  C2 1.533, H6 1.088, H7 1.090, H8 1.089
2 C 0.83332 0.16982 -0.48228  C1 1.533, N4 1.456, O5 1.247
3 C 0.95574 -2.08015 0.43101  N4 1.253, H9 1.086, H10 1.091
4 N 0.38666 -0.97127 0.30439  C2 1.456, C3 1.253
5 O 1.73178 0.00741 -1.33227  C2 1.247
6 H 1.29218 2.24461 -0.13656  C1 1.088
7 H -0.13597 1.65579 0.73461  C1 1.090
8 H 1.49890 1.21451 1.29539  C1 1.089
9 H 0.36050 -2.94953 0.69620  C3 1.086
10 H 2.01929 -2.20366 0.22252  C3 1.091
11 N -1.97717 -0.17482 -0.65895  O12 1.385, H14 1.021
12 O -2.42012 0.91759 0.06865  N11 1.385, H13 0.969
13 H -2.67694 1.57437 -0.59577  O12 0.969
14 H -2.11925 -0.94870 -0.00827  N11 1.021
15 H -0.62740 0.13643 -0.95983  no bonds

Atom charges from the natural (NBO) analysis, given in e for atoms 1 to 6:
1. C -0.680
2. C 0.506
3. C 0.018
4. N -0.518
5. O -0.519
6. H 0.229